Molecular formula: C3H3NO2
Method: DFT, the ωB97M-V functional and the def2-TZVPD basis

As for the SMILES: O=[N+]([O-])C1C=C1. The calculation puts the HOMO energy at -0.3877 Eh. Its energy relative to the best compared isomer or geometry (same formula, charge and spin) is 568.6 kJ/mol.

Structure (ORCA input):
```
! RIJCOSX wB97M-V def2-TZVPD def2/J DEFGRID3
* xyz 0 1
O -1.89901 1.07245 -0.05527
N -1.36396 0.00061 0.09758
O -1.88736 -1.07640 -0.05919
C 0.05235 0.00791 0.52329
C 1.05991 -0.65670 -0.35014
C 1.05894 0.64615 -0.37074
H 0.12589 0.02631 1.60594
H 1.42789 -1.59852 -0.67089
H 1.42533 1.57819 -0.72058
*
```

---

Molecular formula: C26H34AuClN3O7P
Method: DFT, the ωB97M-V functional and the def2-TZVPD basis

The calculation puts the HOMO energy at -0.5337 Eh. Its energy relative to the best compared isomer or geometry (same formula, charge and spin) is 0.0 kJ/mol.

Structure (ORCA input):
```
! RIJCOSX wB97M-V def2-TZVPD def2/J DEFGRID3
* xyz 2 1
Au -0.06427 -0.90613 1.05182
O 3.86397 -2.79534 4.98374
C 4.46834 -2.53574 3.84061
O 5.65635 -2.56777 3.69844
C 3.60156 -2.16028 2.66678
C 4.08133 -1.96049 1.37024
Cl 5.62326 -2.18823 0.74391
N 3.04629 -1.62183 0.57110
N 1.91765 -1.58695 1.29763
C 2.22405 -1.94617 2.54567
C 1.05130 -2.09333 3.48501
O 1.21050 -2.46243 4.62520
O -0.10758 -1.81556 2.94846
C 3.00330 -1.42553 -0.84100
C 2.07481 -2.15923 -1.56762
C 1.99772 -1.97611 -2.94098
C 2.85180 -1.08106 -3.57217
C 3.78908 -0.37134 -2.83122
C 3.86855 -0.53909 -1.45805
H 2.88496 -2.69916 4.95213
H 1.47084 -2.90615 -1.06518
H 1.31296 -2.57628 -3.52685
H 2.81327 -0.96127 -4.64645
H 4.47020 0.30612 -3.32791
H 4.60557 0.00382 -0.87897
C -3.56535 -0.19302 -3.10186
N -2.88845 -1.47038 -2.71000
C -3.76748 -2.67958 -2.84204
C -2.11407 -1.37663 -1.41474
C -2.84903 -1.00029 -0.14363
C -4.23452 -1.03442 -0.00470
C -4.85064 -0.84434 1.22499
C -4.08219 -0.65545 2.35933
C -2.70153 -0.60645 2.24498
C -2.09175 -0.74330 1.00858
H -3.94565 -0.30185 -4.11417
H -2.82993 0.60660 -3.05791
H -4.37866 0.01805 -2.41876
H -2.15627 -1.60957 -3.40683
H -4.58340 -2.63376 -2.13367
H -3.16421 -3.56352 -2.65107
H -4.15665 -2.70632 -3.85674
H -1.32793 -0.65328 -1.61608
H -1.64611 -2.35585 -1.29743
H -4.87665 -1.22878 -0.84921
H -5.92950 -0.87468 1.29146
H -4.54679 -0.54925 3.32998
H -2.09729 -0.47478 3.13331
C -1.07872 3.74588 2.66249
C -1.04371 2.31617 2.19385
O -0.06659 2.23594 1.09540
P 0.22925 1.11616 0.05343
O 1.73770 1.33698 -0.27840
C 2.72979 1.81773 0.70592
C 3.13361 3.22309 0.35573
O -0.54845 1.38993 -1.27158
C -0.42777 2.69855 -1.96541
C -1.61071 3.56973 -1.62842
H -1.68961 3.80608 3.56356
H -1.51530 4.40170 1.91101
H -0.07839 4.09851 2.91011
H -2.00456 1.98007 1.81206
H -0.69763 1.64013 2.97443
H 3.55807 1.11774 0.63413
H 2.29766 1.75258 1.70321
H 3.51591 3.27367 -0.66322
H 3.92522 3.54651 1.03252
H 2.29439 3.91063 0.46185
H -0.38071 2.44059 -3.02007
H 0.52115 3.14806 -1.67805
H -2.54187 3.00618 -1.69945
H -1.66268 4.39677 -2.33676
H -1.52780 3.98703 -0.62647
*
```

---

Molecular formula: C31H94BNO21
Method: DFT, the ωB97M-V functional and the def2-TZVPD basis

The calculation puts the HOMO energy at -0.3445 Eh.

Structure (ORCA input):
```
! RIJCOSX wB97M-V def2-TZVPD def2/J DEFGRID3
* xyz 0 1
C 5.64136 -1.55736 1.22695
O 6.52455 -0.82561 0.35868
C 5.78618 -0.32669 -0.80338
C 6.26197 1.17080 -1.04414
C 5.17655 2.08841 -1.79195
C 3.88470 2.13035 -0.85371
O 3.09511 3.33487 -0.99463
C 2.04293 3.21241 0.02178
C 0.58618 3.38031 -0.60021
C -0.34523 2.24299 0.03996
C -1.75068 2.08644 -0.70750
C -2.57625 0.96528 0.09810
N -2.35853 -0.41643 -0.42949
C -3.56122 -1.21742 0.05291
C -1.20996 -1.07237 0.20817
C -0.15745 -1.86105 -0.70912
O -0.97835 -1.06179 1.43960
C 2.38285 4.18869 1.23848
C 2.75896 3.28726 2.53784
B 1.45930 2.73142 3.32651
O 0.84590 1.45005 3.15783
O 0.86882 3.58625 4.33203
O 1.35941 5.14688 1.54508
C 1.89698 6.15679 2.45198
H 4.99989 -0.88148 1.89158
H 6.22000 -2.23669 1.94490
H 4.92635 -2.23040 0.65771
H 5.98604 -1.02458 -1.68771
H 4.68591 -0.44237 -0.54990
H 6.46611 1.67054 -0.03376
H 7.24751 1.17494 -1.60832
H 4.94639 1.64874 -2.82344
H 5.65772 3.09888 -1.97127
H 4.26067 1.97127 0.21888
H 3.21454 1.26151 -1.19788
H 2.09510 2.14608 0.44106
H 0.15096 4.42212 -0.53492
H 0.63898 3.13241 -1.72197
H -0.54235 2.54481 1.11658
H 0.19214 1.23574 0.07647
H -2.27779 3.09246 -0.61764
H -1.65440 1.73978 -1.79079
H -2.31570 1.05993 1.21140
H -3.70394 1.16092 0.03759
H -3.73445 -0.97615 1.14786
H -3.23817 -2.31067 -0.02206
H -4.47077 -1.00861 -0.58532
H -0.67102 -2.68074 -1.33142
H 0.39606 -1.12449 -1.38506
H 0.63912 -2.29742 -0.01779
H 3.35848 4.73794 0.97653
H 3.39751 2.39701 2.23136
H 3.35288 3.93742 3.26338
H 0.98125 1.09408 2.25803
H 0.35306 2.98892 4.91540
H 1.12094 6.99144 2.54277
H 2.00913 5.73693 3.51185
H 2.90890 6.55097 2.11609
C -1.87396 -2.20721 4.79767
O -2.40944 -2.15078 3.48455
H -2.57174 -2.74458 5.44074
H -0.91619 -2.73441 4.78329
H -1.73562 -1.19263 5.18213
H -1.77071 -1.66891 2.93433
C -3.33837 -2.02075 -4.05885
O -2.67763 -1.02383 -3.29517
H -3.32228 -1.72910 -5.10950
H -2.82204 -2.97725 -3.94132
H -4.37573 -2.11377 -3.72549
H -2.70842 -1.30919 -2.37094
C 10.47908 -1.53051 -0.24296
O 9.73021 -1.17742 0.90986
H 11.49422 -1.78483 0.06207
H 10.02178 -2.39532 -0.73115
H 10.51178 -0.68585 -0.93673
H 8.83815 -0.95731 0.61315
C 11.53483 1.38357 1.61497
O 12.19718 2.37708 2.38763
H 11.51597 1.70400 0.57318
H 12.07407 0.43631 1.69179
H 10.51091 1.25878 1.97280
H 12.20098 2.07156 3.30147
C -1.94781 3.92717 7.02733
O -2.29210 2.80705 6.22830
H -1.24074 3.61100 7.79454
H -1.48401 4.69441 6.40170
H -2.84605 4.32643 7.50561
H -2.91610 3.11609 5.56030
C -6.35816 -3.87685 -0.57783
O -5.70613 -2.88640 0.20833
H -6.33313 -3.56871 -1.62323
H -5.84019 -4.83376 -0.47160
H -7.39793 -3.97915 -0.25668
H -5.74127 -3.18168 1.12612
C -5.77777 -4.67317 -5.46581
O -6.54754 -4.26990 -4.33821
H -4.77555 -4.94076 -5.13010
H -6.24310 -5.54015 -5.94060
H -5.71152 -3.84707 -6.17946
H -7.42586 -4.03909 -4.66079
C 2.31918 4.20735 -4.29750
O 2.98055 5.19967 -3.53005
H 2.32513 4.51176 -5.34422
H 2.84149 3.25172 -4.19653
H 1.28502 4.10412 -3.95784
H 2.96149 4.90669 -2.61036
C -2.56832 4.90988 1.84203
O -1.93809 4.60630 3.07910
H -3.61862 5.13289 2.02644
H -2.08817 5.78100 1.38769
H -2.49456 4.05166 1.17120
H -1.01054 4.41260 2.88704
C 3.87341 9.54064 3.37585
O 3.79049 8.59516 2.31768
H 3.31090 9.16196 4.22899
H 4.91774 9.68114 3.66592
H 3.44482 10.49343 3.05524
H 4.29420 8.95164 1.57661
C -2.48102 -5.48567 -2.62028
O -1.81638 -4.49894 -1.84079
H -2.46192 -5.17830 -3.66546
H -1.96859 -6.44536 -2.51702
H -3.51878 -5.58023 -2.29093
H -1.84643 -4.79283 -0.92219
C 1.38808 -3.02842 6.72353
O 1.30383 -3.96440 5.65764
H 0.81273 -3.40457 7.56906
H 2.43241 -2.90550 7.02234
H 0.97530 -2.06825 6.40317
H 1.81925 -3.60918 4.92467
C -7.07532 -8.81548 -6.94561
O -6.91321 -7.40559 -7.06784
H -7.10547 -9.07515 -5.89165
H -8.01085 -9.12092 -7.41951
H -6.23254 -9.32564 -7.41951
H -6.88947 -7.20165 -8.00984
C -6.12451 4.37739 0.09047
O -4.76889 4.14174 -0.26422
H -6.17401 5.27215 0.71072
H -6.72214 4.53036 -0.81179
H -6.51320 3.52547 0.65433
H -4.75153 3.34736 -0.81104
C -8.66685 -12.13661 -6.51924
O -8.00856 -11.13811 -5.75105
H -8.64757 -11.84112 -7.56813
H -8.15028 -13.09285 -6.40432
H -9.70466 -12.23250 -6.19043
H -8.03880 -11.42165 -4.82980
*
```

---

| no. | E_LUMO (eV) | calculated total energy (eV) |
| --- | --- | --- |
| 1 | 0.50 | -8739.2385 |
| 2 | -6.93 | -71806.7042 |
| 3 | 0.20 | -78827.0357 |